## i
Below is a 2-piece molecular cluster, C7H9NO2 overall, with properties calculated with the ωB97M-V functional and the def2-TZVPD basis.

Geometry as XYZ:
```
19
Properties=species:S:1:pos:R:3
O 1.51 1.05 -0.02
O 1.58 -1.17 -0.35
N -1.34 1.14 0.91
C 3.55 -0.18 0.14
C 2.14 0.06 -0.11
C -1.41 1.35 -0.38
C -2.07 -1.18 0.60
C -2.09 -0.98 -0.73
C -1.53 -0.17 1.36
C -1.67 0.33 -1.34
H -2.07 0.74 -2.47
H 0.70 -0.84 -0.43
H 4.10 0.67 0.58
H 3.79 -1.05 0.89
H 4.06 -0.37 -0.87
H -1.26 -0.10 2.47
H -2.64 -1.67 -1.41
H -1.22 2.39 -0.48
H -2.35 -2.15 1.11
```

Output
Frontier orbital gap   9.91 eV
SMILES   c1ccncc1.CC(=O)O
E_HOMO   -0.3459 hartree
Net charge   0

The Mulliken scheme yields these atomic charges, measured in e: O -0.44; O -0.49; N -0.50; C -1.11; C 0.87; C -0.03; C -0.40; C -0.22; C -0.04; C -0.49; H 0.23; H 0.30; H 0.33; H 0.27; H 0.26; H 0.34; H 0.36; H 0.45; H 0.31

***

## ii
Below is the molecule C7H9NO2, with properties calculated with the ωB97M-V functional and the def2-TZVPD basis.

Geometry as XYZ:
```
19
Properties=species:S:1:pos:R:3
O 1.65 1.97 0.06
O 2.68 0.14 -1.98
N 1.30 -1.39 -0.90
C -1.08 0.59 -1.16
C -2.40 0.38 1.05
C -1.17 0.40 0.12
C 0.66 -1.49 0.35
C 1.16 0.79 -0.24
C 0.18 0.07 0.68
C 1.83 -0.12 -1.14
H 1.34 -1.80 1.16
H -2.08 0.06 2.08
H -3.21 -0.13 0.77
H 1.28 -2.08 -1.65
H -1.70 0.89 -2.01
H 2.42 2.09 -0.52
H -2.80 1.46 1.24
H 0.28 0.30 1.73
H -0.33 -2.11 0.37
```

Output
Frontier orbital gap (alpha / beta)   8.48 / 7.59 eV
E_HOMO (alpha / beta)   -0.3109 / -0.2776 hartree
Net charge   0

The Mulliken scheme yields these atomic charges, measured in e: O -0.52; O -0.67; N -0.13; C -0.94; C -1.25; C 0.62; C -0.68; C 0.02; C 0.07; C 0.36; H 0.30; H 0.29; H 0.39; H 0.23; H 0.35; H 0.35; H 0.27; H 0.60; H 0.33

***

Most favorable structure: i. The second most favorable one is 0.0909 hartree above it.